1.
{
  "formula": "C22H40F3NO2S",
  "method": "the ωB97M-V functional and the def2-TZVPD basis",
  "spin_multiplicity": 1,
  "charge": 0,
  "e_tot_ha": -1765.0433,
  "orbital_gap_ev": 4.998,
  "homo_energy_ev": -6.138,
  "elements": ["C", "C", "C", "C", "C", "C", "C", "C", "C", "C", "S", "C", "N", "C", "C", "C", "F", "C", "F", "F", "C", "C", "C", "C", "C", "C", "O", "C", "H", "H", "H", "H", "H", "H", "H", "H", "H", "H", "H", "H", "H", "H", "H", "H", "H", "H", "H", "H", "H", "H", "H", "H", "H", "H", "H", "H", "H", "H", "H", "H", "H", "H", "H", "H", "H", "H", "H", "O", "H"],
  "positions_angstrom": [[4.646, 0.505, 0.841], [5.614, -0.106, -0.191], [5.030, -0.219, -1.599], [3.841, -1.180, -1.691], [2.907, -0.930, -2.883], [1.474, -1.456, -2.663], [0.388, -0.381, -2.570], [0.500, 0.449, -1.291], [0.605, 1.999, -1.321], [-0.402, 2.777, -2.199], [2.289, 2.673, -1.657], [0.414, 2.259, 0.146], [-0.210, 1.314, 0.733], [-0.461, 1.292, 2.173], [-1.887, 1.734, 2.497], [-2.226, 1.441, 3.921], [-3.540, 1.229, 4.178], [-1.366, 1.248, 4.931], [-1.301, 0.176, 5.700], [-0.416, 2.108, 5.269], [-0.600, 0.233, -0.226], [-1.995, 0.502, -0.859], [-0.564, -1.200, 0.248], [-1.481, -1.700, 1.413], [-2.615, -2.495, 0.748], [-4.021, -2.104, 1.167], [-4.172, -0.683, 1.157], [-5.446, -0.251, 1.591], [3.653, 0.676, 0.422], [5.021, 1.465, 1.201], [4.558, -0.121, 1.729], [6.481, 0.556, -0.260], [6.016, -1.059, 0.156], [4.789, 0.781, -1.969], [5.827, -0.594, -2.249], [4.245, -2.193, -1.765], [3.283, -1.152, -0.750], [3.323, -1.497, -3.720], [2.933, 0.116, -3.196], [1.181, -2.208, -3.392], [1.472, -1.968, -1.696], [-0.586, -0.882, -2.654], [0.496, 0.287, -3.436], [1.412, 0.156, -0.755], [0.022, 3.710, -2.553], [-1.286, 3.051, -1.619], [-0.756, 2.162, -3.024], [2.286, 2.446, -2.977], [0.778, 3.117, 0.700], [-0.292, 0.275, 2.517], [0.295, 1.914, 2.651], [-2.617, 1.179, 1.900], [-1.973, 2.798, 2.244], [-2.562, 1.264, -0.319], [-2.599, -0.397, -0.853], [-1.911, 0.819, -1.891], [0.464, -1.515, 0.465], [-0.875, -1.773, -0.652], [-0.859, -2.338, 2.044], [-1.913, -0.962, 2.091], [-2.482, -2.281, -0.312], [-2.569, -3.570, 0.926], [-4.742, -2.541, 0.466], [-4.275, -2.474, 2.171], [-5.988, 0.208, 0.761], [-5.328, 0.500, 2.377], [-6.034, -1.069, 2.012], [-1.710, -2.659, -2.298], [-2.182, -3.460, -2.054]],
  "lowdin_charge": [-0.110, -0.255, -0.232, -0.213, -0.194, -0.175, -0.140, -0.237, -0.670, -0.066, 0.834, -0.006, 0.054, -0.093, -0.077, -0.204, 0.076, -0.299, 0.160, 0.148, -0.341, 0.037, -0.121, -0.143, -0.172, -0.217, -0.228, -0.101, 0.030, 0.065, 0.067, 0.098, 0.104, 0.087, 0.110, 0.119, 0.089, 0.109, 0.078, 0.115, 0.102, 0.082, 0.118, 0.121, 0.065, 0.084, 0.088, -0.101, 0.159, 0.130, 0.137, 0.109, 0.134, 0.087, 0.078, 0.079, 0.122, 0.082, 0.109, 0.084, 0.051, 0.125, 0.128, 0.121, 0.088, 0.071, 0.086, -0.489, -0.133]
}

2.
{
  "formula": "C22H40N9O3W",
  "method": "the ωB97M-V functional and the def2-TZVPD basis",
  "spin_multiplicity": 3,
  "charge": 3,
  "e_tot_ha": -1647.0486,
  "orbital_gap_ev": [8.018, 7.193],
  "homo_energy_ev": [-16.316, -16.318],
  "elements": ["W", "N", "C", "C", "N", "C", "C", "N", "C", "C", "N", "H", "H", "H", "H", "H", "H", "H", "H", "H", "H", "H", "H", "H", "H", "H", "H", "H", "H", "C", "O", "C", "O", "N", "N", "H", "H", "H", "H", "H", "H", "C", "C", "N", "C", "C", "C", "C", "C", "C", "C", "C", "N", "C", "N", "H", "H", "H", "H", "H", "H", "H", "H", "H", "C", "C", "C", "O", "H", "H", "H", "H", "H", "H", "H"],
  "positions_angstrom": [[-0.401, -0.626, 1.076], [-0.982, -1.498, 3.036], [-1.175, -2.973, 3.044], [-1.763, -3.410, 1.712], [-1.214, -2.636, 0.534], [-0.106, -3.407, -0.107], [1.061, -3.484, 0.855], [1.245, -2.143, 1.511], [-2.309, -2.391, -0.456], [-3.365, -1.497, 0.166], [-2.684, -0.446, 0.985], [-0.253, -1.214, 3.687], [-1.814, -1.021, 3.373], [-1.831, -3.274, 3.859], [-0.215, -3.439, 3.242], [-2.840, -3.279, 1.731], [-1.591, -4.475, 1.550], [0.171, -2.884, -1.020], [-0.455, -4.401, -0.393], [1.971, -3.783, 0.340], [0.883, -4.228, 1.628], [2.095, -1.717, 1.153], [1.432, -2.249, 2.504], [-2.734, -3.338, -0.799], [-1.849, -1.907, -1.320], [-4.043, -2.057, 0.804], [-3.983, -1.041, -0.605], [-3.202, -0.293, 1.847], [-2.744, 0.444, 0.495], [3.649, 0.765, 3.983], [2.424, 1.465, 4.317], [1.312, 1.114, 3.728], [1.242, 0.206, 2.870], [0.282, 1.853, 4.175], [-1.026, 1.665, 3.707], [4.399, 1.189, 4.639], [3.908, 0.951, 2.943], [3.534, -0.298, 4.179], [0.499, 2.640, 4.774], [-1.257, 2.414, 3.060], [-1.643, 1.752, 4.509], [3.364, 0.439, -1.089], [2.380, 0.208, -0.149], [1.190, -0.327, -0.482], [0.940, -0.557, -1.783], [1.862, -0.331, -2.792], [3.117, 0.143, -2.419], [1.520, -0.651, -4.201], [0.869, 0.146, -5.044], [0.419, 1.526, -4.780], [-0.430, 2.165, -5.671], [-0.800, 3.469, -5.374], [-0.345, 4.103, -4.296], [0.489, 3.413, -3.529], [0.879, 2.155, -3.687], [4.312, 0.856, -0.776], [2.531, 0.435, 0.899], [-0.052, -0.909, -2.041], [3.875, 0.317, -3.172], [1.873, -1.613, -4.558], [0.688, -0.228, -6.046], [-0.785, 1.674, -6.568], [-1.471, 4.022, -6.021], [0.899, 3.942, -2.672], [-1.929, 2.066, -1.276], [-0.668, 2.190, -0.454], [-0.560, 3.495, 0.297], [-0.647, 1.107, 0.533], [-1.929, 2.820, -2.064], [-2.824, 2.252, -0.673], [-2.001, 1.092, -1.769], [0.211, 2.021, -1.079], [-1.454, 3.676, 0.899], [-0.483, 4.322, -0.411], [0.327, 3.518, 0.932]],
  "lowdin_charge": [1.739, -0.069, -0.150, -0.111, -0.282, -0.149, -0.131, -0.044, -0.144, -0.151, -0.027, 0.095, 0.100, 0.147, 0.112, 0.119, 0.150, 0.105, 0.151, 0.145, 0.123, 0.086, 0.103, 0.155, 0.113, 0.123, 0.143, 0.120, 0.071, 0.025, 0.026, -0.538, -0.080, 0.043, 0.067, 0.115, 0.092, 0.100, 0.181, 0.087, 0.114, 0.013, -0.117, -0.098, -0.083, -0.183, 0.050, -0.029, 0.000, -0.258, 0.020, -0.082, 0.106, -0.213, 0.136, 0.132, 0.097, 0.114, 0.149, 0.129, 0.127, 0.125, 0.127, 0.114, -0.031, -0.444, -0.024, -0.414, 0.094, 0.095, 0.082, 0.109, 0.091, 0.100, 0.090]
}

3.
{
  "formula": "C22H40O20",
  "method": "the ωB97M-V functional and the def2-TZVPD basis",
  "spin_multiplicity": 1,
  "smiles": "C#CC(=O)OC.COC(=O)OC.COC(=O)OC.COC(=O)OC.COC(=O)OC.COC(=O)OC.COC(=O)OC",
  "de_lowest_kcal_mol": 0.0,
  "charge": 0,
  "e_tot_ha": -2367.0323,
  "orbital_gap_ev": 10.899,
  "homo_energy_ev": -10.522,
  "elements": ["C", "C", "C", "O", "O", "C", "H", "H", "H", "H", "C", "O", "C", "O", "O", "C", "H", "H", "H", "H", "H", "H", "C", "O", "C", "O", "O", "C", "H", "H", "H", "H", "H", "H", "C", "O", "C", "O", "O", "C", "H", "H", "H", "H", "H", "H", "C", "O", "C", "O", "O", "C", "H", "H", "H", "H", "H", "H", "C", "O", "C", "O", "O", "C", "H", "H", "H", "H", "H", "H", "C", "O", "C", "O", "O", "C", "H", "H", "H", "H", "H", "H"],
  "positions_angstrom": [[-4.328, -2.463, 0.172], [-3.750, -3.512, 0.199], [-2.785, -4.601, 0.075], [-2.536, -5.092, -0.989], [-2.165, -4.940, 1.232], [-0.986, -4.128, 1.449], [-4.689, -1.459, 0.138], [-1.261, -3.165, 1.883], [-0.325, -4.639, 2.140], [-0.483, -3.962, 0.496], [4.448, -2.223, 5.099], [4.319, -3.581, 5.523], [3.393, -4.275, 4.863], [2.694, -3.855, 3.979], [3.377, -5.516, 5.349], [2.424, -6.379, 4.723], [5.228, -1.785, 5.714], [4.739, -2.174, 4.051], [3.515, -1.683, 5.251], [2.641, -6.483, 3.661], [1.414, -6.000, 4.862], [2.522, -7.344, 5.211], [4.018, -2.900, -2.641], [2.760, -3.252, -3.222], [2.111, -4.225, -2.577], [2.499, -4.793, -1.590], [0.961, -4.446, -3.208], [0.136, -5.452, -2.603], [4.430, -2.103, -3.252], [3.883, -2.540, -1.623], [4.696, -3.751, -2.647], [-0.128, -5.169, -1.591], [0.639, -6.417, -2.602], [-0.767, -5.511, -3.202], [6.125, 2.935, -4.674], [4.797, 2.685, -5.137], [4.129, 1.778, -4.423], [4.552, 1.188, -3.463], [2.918, 1.638, -4.957], [2.087, 0.691, -4.282], [6.544, 3.683, -5.340], [6.111, 3.318, -3.655], [6.725, 2.028, -4.721], [1.913, 0.998, -3.252], [2.535, -0.300, -4.306], [1.140, 0.670, -4.814], [-7.282, 2.698, 0.645], [-6.360, 3.092, 1.665], [-5.440, 2.173, 1.958], [-5.337, 1.088, 1.448], [-4.650, 2.663, 2.912], [-3.607, 1.773, 3.326], [-7.964, 3.532, 0.514], [-6.760, 2.501, -0.289], [-7.840, 1.816, 0.954], [-2.949, 1.539, 2.491], [-4.026, 0.858, 3.740], [-3.049, 2.299, 4.095], [-0.712, 3.409, -1.462], [-1.313, 2.571, -2.451], [-1.759, 1.409, -1.975], [-1.690, 1.043, -0.831], [-2.293, 0.725, -2.984], [-2.797, -0.557, -2.607], [-0.404, 4.317, -1.971], [-1.432, 3.659, -0.684], [0.159, 2.925, -1.023], [-3.588, -0.454, -1.867], [-1.998, -1.184, -2.215], [-3.202, -1.011, -3.506], [1.523, 7.356, 1.114], [0.147, 7.168, 0.777], [-0.496, 6.307, 1.567], [-0.018, 5.706, 2.492], [-1.759, 6.224, 1.149], [-2.569, 5.322, 1.908], [1.916, 8.073, 0.398], [1.622, 7.754, 2.121], [2.070, 6.419, 1.030], [-2.627, 5.637, 2.948], [-2.174, 4.309, 1.847], [-3.562, 5.345, 1.471]],
  "lowdin_charge": [0.166, 0.007, -0.527, 0.147, -0.055, -0.022, 0.037, 0.095, 0.091, 0.087, -0.039, 0.005, -0.625, 0.119, 0.005, -0.038, 0.093, 0.098, 0.097, 0.098, 0.095, 0.093, -0.038, -0.005, -0.625, 0.123, 0.007, -0.031, 0.086, 0.100, 0.097, 0.065, 0.102, 0.094, -0.041, 0.005, -0.624, 0.118, 0.010, -0.027, 0.093, 0.097, 0.097, 0.095, 0.089, 0.097, -0.036, 0.004, -0.624, 0.114, -0.005, -0.032, 0.094, 0.097, 0.098, 0.096, 0.098, 0.095, -0.033, 0.005, -0.626, 0.119, 0.007, -0.035, 0.098, 0.087, 0.100, 0.078, 0.099, 0.098, -0.039, 0.002, -0.627, 0.125, 0.001, -0.039, 0.093, 0.098, 0.097, 0.102, 0.088, 0.096]
}

> Number 1 is which compound?

C22H40F3NO2S